Below is C25H27BrN3OSe2Ti as an isolated structure, with properties calculated with ωB97M-V with the def2-TZVPD basis set.

energy above the lowest of the compared OMol25 structures with the same formula, charge and spin: 137.2 kJ/mol
charge: +1
HOMO energy (spin up / spin down): -9.7 / -9.7 eV
F_max: 0.0374 Eh/bohr
HOMO-LUMO gap (spin up / spin down): 0.2177 / 0.2179 Ha
total energy: -256725.93773 eV

Structure (XYZ):
```
60
Properties=species:S:1:pos:R:3:nbo_charge:R:1
Ti -0.46566 1.05339 0.07977 1.69
C 3.40342 0.25063 -0.39284 -0.64
C 2.47371 -0.65226 0.37309 -0.02
C 2.01020 -0.25934 1.63586 -0.27
C 1.31353 -1.15289 2.45173 0.02
C 0.91838 -0.76805 3.84694 -0.64
C 1.05984 -2.43050 1.96630 -0.22
C 1.47758 -2.83612 0.70408 -0.01
C 1.19044 -4.22444 0.20888 -0.64
C 2.18659 -1.93375 -0.08298 -0.19
H 3.08568 1.29446 -0.35294 0.23
H 3.49790 -0.05925 -1.43397 0.21
H 4.40292 0.21251 0.04231 0.25
H 2.30060 0.71415 2.00481 0.25
H 0.89339 0.31428 3.97104 0.22
H 1.63662 -1.16233 4.56800 0.24
H -0.05954 -1.17053 4.11440 0.22
H 0.51638 -3.13230 2.58882 0.22
H 1.10224 -4.24623 -0.87801 0.21
H 0.26719 -4.61690 0.63571 0.22
H 1.99313 -4.91090 0.48315 0.24
H 2.54665 -2.24148 -1.05912 0.21
Se -1.47689 3.92118 -0.31180 0.05
Se 1.12798 2.96932 1.30175 -0.01
C -0.14840 2.45655 2.51150 0.07
C -0.35333 2.98588 3.80507 -0.28
C -1.35710 2.48969 4.58393 -0.11
C -2.18794 1.46185 4.09364 -0.26
C -1.95921 0.98862 2.83775 0.06
N -0.95158 1.46949 2.05825 -0.70
C -0.66591 3.24605 -1.79360 0.04
C -0.79792 3.79011 -3.10136 -0.26
C 0.02714 3.36756 -4.09534 -0.13
C 1.00870 2.38503 -3.82213 -0.27
C 1.01093 1.81185 -2.58945 0.02
N 0.13917 2.17432 -1.60395 -0.70
H 0.29384 3.78561 4.13718 0.25
H -1.52285 2.88969 5.57457 0.24
H -2.99688 1.05830 4.68295 0.24
H -2.57849 0.22750 2.38925 0.22
H -1.52355 4.57585 -3.25455 0.25
H -0.04442 3.79671 -5.08553 0.23
H 1.73636 2.08753 -4.56166 0.24
H 1.74207 1.06294 -2.31290 0.22
O -2.13286 -3.85398 -3.78729 -0.62
C -1.61908 -2.90473 -2.99980 0.38
C -0.69559 -1.95319 -3.42131 -0.32
C -0.26162 -1.01740 -2.51236 0.09
N -0.66261 -0.94181 -1.22991 -0.60
C -1.51432 -1.90507 -0.85181 0.16
Br -2.00594 -1.99187 0.95352 0.21
C -2.02626 -2.88730 -1.66998 -0.28
H -1.78884 -3.78615 -4.68628 0.50
H -0.31905 -1.92996 -4.43396 0.24
H 0.44751 -0.27815 -2.83939 0.22
H -2.71119 -3.62878 -1.29193 0.26
C -2.48602 1.02908 -0.46193 -1.12
H -3.02326 0.36030 0.21163 0.22
H -2.54065 0.63623 -1.47944 0.22
H -2.93312 2.00902 -0.41833 0.25
```


Below is C25H27Cl2OPTi as an isolated structure, with properties calculated with ωB97M-V with the def2-TZVPD basis set.

HOMO energy (spin up / spin down): -6.5 / -6.4 eV
F_max: 0.0897 Eh/bohr
HOMO-LUMO gap (spin up / spin down): 0.2308 / 0.2278 Ha
total energy: -85861.82174 eV

Structure (XYZ):
```
57
Properties=species:S:1:pos:R:3:nbo_charge:R:1
Ti 1.08590 2.34068 -0.43105 1.11
Cl -0.51768 3.64198 -1.20660 -0.42
Cl 2.92659 3.42313 0.05228 -0.41
C 1.48448 1.10304 -1.93536 -0.93
H 0.88982 0.83271 -2.78842 0.20
H 2.49117 0.67129 -1.83025 0.18
C -0.68234 -0.46892 -3.83059 -0.20
C 0.55565 -0.72329 -4.34664 -0.18
H -1.28078 -1.25697 -3.36422 0.20
C 1.36084 0.27732 -5.11767 -0.45
H 0.99354 -1.72345 -4.27933 0.20
C 0.84446 1.72929 -5.00036 -0.41
H 2.42513 0.22266 -4.84501 0.22
H 1.32320 0.00472 -6.18783 0.21
C -0.67451 1.82410 -4.89103 -0.39
H 1.30826 2.21609 -4.13818 0.23
H 1.16359 2.27758 -5.89642 0.20
C -1.27484 0.90803 -3.80631 -0.46
H -0.96741 2.86477 -4.70950 0.21
H -1.10951 1.53258 -5.85433 0.19
H -1.12871 1.39381 -2.82754 0.23
H -2.36437 0.84088 -3.95004 0.21
O 0.42587 1.23857 0.90857 -1.07
P -0.01705 0.01603 1.78617 1.92
C -1.64271 -0.54072 1.27511 -0.37
C -2.01677 -1.88130 1.50003 -0.19
C -3.28424 -2.33013 1.12504 -0.22
C -4.18792 -1.45061 0.51968 -0.18
C -3.81762 -0.12105 0.28929 -0.20
C -2.54860 0.33495 0.65400 -0.19
C 1.17397 -1.30686 1.56791 -0.47
C 1.50312 -2.14613 2.65211 -0.18
C 2.41001 -3.19427 2.47710 -0.22
C 2.98915 -3.41235 1.22367 -0.17
C 2.66013 -2.57965 0.14576 -0.22
C 1.75635 -1.52968 0.31206 -0.10
C -0.00057 0.62693 3.46263 -0.37
C -1.19433 0.85976 4.16687 -0.18
C -1.14711 1.44583 5.43430 -0.21
C 0.08218 1.79651 6.00375 -0.18
C 1.27024 1.56586 5.29900 -0.21
C 1.23314 0.99502 4.02683 -0.19
H -1.31200 -2.57011 1.96920 0.23
H -3.56181 -3.36934 1.30734 0.22
H -5.17811 -1.80194 0.22636 0.22
H -4.52166 0.56884 -0.17586 0.23
H -2.25737 1.36982 0.45365 0.25
H 1.05165 -1.97732 3.63107 0.22
H 2.66000 -3.83600 3.32356 0.22
H 3.69785 -4.22957 1.08588 0.22
H 3.11524 -2.74663 -0.83105 0.23
H 1.52751 -0.85979 -0.52761 0.27
H -2.15004 0.57824 3.71970 0.23
H -2.07654 1.63059 5.97371 0.22
H 0.11559 2.25433 6.99307 0.22
H 2.23157 1.83694 5.73634 0.23
H 2.15838 0.83317 3.46920 0.24
```


Below is C25H27CrN6O2S as an isolated structure, with properties calculated with ωB97M-V with the def2-TZVPD basis set.

energy above the lowest of the compared OMol25 structures with the same formula, charge and spin: 0.0 kJ/mol
spin multiplicity: 2
HOMO energy (spin up / spin down): -6.8 / -6.7 eV
F_max: 0.0035 Eh/bohr
HOMO-LUMO gap (spin up / spin down): 0.2462 / 0.2437 Ha
total energy: -78653.79919 eV
<S²>: 0.882

Structure (XYZ):
```
62
Properties=species:S:1:pos:R:3:nbo_charge:R:1
Cr -1.79130 -1.56343 -0.36586 0.79
C -3.59897 0.07666 -2.44450 -0.26
O -3.53310 -1.20873 -1.81465 -0.56
C -4.76888 -1.50958 -1.17140 -0.08
C -4.57967 -2.77479 -0.38157 -0.08
O -3.49768 -2.53270 0.49936 -0.53
C -3.39111 -3.45910 1.57394 -0.24
H -4.42007 0.08317 -3.16602 0.17
H -2.65693 0.23983 -2.95772 0.20
H -3.72257 0.85778 -1.69362 0.23
H -5.55409 -1.63501 -1.92365 0.19
H -5.02807 -0.68785 -0.49652 0.21
H -4.34807 -3.62585 -1.03264 0.18
H -5.48701 -2.99531 0.18823 0.19
H -4.23430 -3.32604 2.25536 0.18
H -2.45695 -3.24724 2.08379 0.23
H -3.37497 -4.48337 1.19237 0.18
N -0.61870 -2.55813 0.30127 -0.59
C 0.33318 -2.70853 1.28750 0.09
C 1.09748 -3.88249 1.36436 -0.18
C 2.06844 -4.03445 2.33984 -0.23
C 2.30565 -3.02157 3.26197 -0.24
C 1.55363 -1.85442 3.19991 -0.20
C 0.57732 -1.69377 2.22999 -0.26
H 0.90969 -4.66343 0.63781 0.21
H 2.64796 -4.94878 2.38195 0.21
H 3.06502 -3.14300 4.02361 0.21
H 1.72265 -1.06301 3.92046 0.21
H -0.03438 -0.79781 2.19524 0.24
C 0.75841 3.85292 2.40235 -0.65
C -0.17944 3.35448 1.34063 0.25
C -0.39615 4.06026 0.16297 -0.36
C -1.26298 3.48122 -0.74598 0.08
N -1.88341 2.32934 -0.52813 -0.51
C -1.62553 1.71133 0.63830 0.28
S -2.47243 0.22750 1.02312 -0.31
N -0.77447 2.18630 1.56573 -0.51
H 0.70863 4.93748 2.49651 0.22
H 1.79058 3.58942 2.15597 0.22
H 0.51441 3.38689 3.35380 0.24
H 0.07872 5.01266 -0.02931 0.22
H -1.47531 3.96745 -1.69398 0.19
N 7.30605 3.64904 -0.22863 -0.29
C 6.32538 3.11170 -0.49176 0.27
C 5.09633 2.44327 -0.82312 -0.17
C 3.91718 2.79122 -0.16931 -0.14
C 2.73237 2.15957 -0.49792 -0.24
C 2.73117 1.16624 -1.46755 0.25
C 3.90507 0.80529 -2.11579 -0.25
C 5.08624 1.44983 -1.79940 -0.13
N 1.51927 0.50859 -1.78888 -0.37
C 1.12407 0.06494 -3.03583 -0.08
C -0.07746 -0.53693 -2.85094 -0.07
N -0.42838 -0.46842 -1.52145 -0.47
C 0.54515 0.16254 -0.91333 0.24
H 3.93175 3.56625 0.58476 0.23
H 1.80493 2.44404 -0.01924 0.24
H 3.89770 0.00799 -2.84642 0.23
H 6.00689 1.17567 -2.29536 0.23
H 1.70996 0.24284 -3.91916 0.23
H -0.70458 -1.02071 -3.57997 0.22
H 0.60568 0.34075 0.14851 0.25
```